Computed, not measured: a molecular structure, C24H18BrO2PPd, with ωB97M-V/def2-TZVPD.

Computed properties:
Orbital gap (alpha / beta): 7.53 / 4.92 eV
Highest occupied orbital energy (alpha / beta): -14.2 / -14.5 eV
Multiplicity: 5
Total charge: +2

XYZ file:
```
47
C24H18BrO2PPd, DFT ωB97M-V/def2-TZVPD
Pd -0.40062 0.88548 0.38614
Br -0.65579 3.50952 -0.14375
C -2.42699 3.27468 -0.75754
C -3.05891 4.39002 -1.30546
C -4.37436 4.29346 -1.71818
C -5.06502 3.09099 -1.57539
C -4.43497 1.96400 -1.03148
C -5.14490 0.75910 -0.85811
C -4.52609 -0.35387 -0.29568
C -3.19321 -0.28753 0.06566
C -2.42611 0.88201 -0.08863
C -3.06691 2.02796 -0.62113
H -2.52295 5.32464 -1.39504
H -4.87373 5.15464 -2.13955
H -6.10031 3.02822 -1.88465
H -6.18289 0.70953 -1.16097
H -5.09341 -1.26382 -0.15593
H -2.71332 -1.16787 0.48015
O 0.74871 -0.08757 4.30599
C 0.71613 0.31213 3.10605
O -0.22079 0.85644 2.53019
C 2.11813 0.03595 2.53388
P 2.06784 0.09368 0.64973
C 0.89591 -1.25149 0.23379
C 0.46937 -1.27999 -1.10974
C -0.41628 -2.25482 -1.55084
C -0.89374 -3.20657 -0.66148
C -0.49604 -3.18307 0.67303
C 0.38968 -2.21750 1.11994
C 3.69790 -0.52259 0.20996
C 3.93718 -1.85464 -0.11545
C 5.22721 -2.26220 -0.40951
C 6.27257 -1.34875 -0.37294
C 6.03691 -0.01710 -0.05297
C 4.74781 0.40167 0.22940
H 2.54264 -0.89804 2.90264
H 2.75804 0.85546 2.86990
H 0.87217 -0.56305 -1.82175
H -0.71647 -2.27611 -2.58972
H -1.57143 -3.97614 -1.00589
H -0.86520 -3.93185 1.36067
H 0.70831 -2.24164 2.15517
H 3.12470 -2.57010 -0.14072
H 5.42164 -3.29384 -0.66791
H 7.27762 -1.67600 -0.60160
H 6.85273 0.69173 -0.03499
H 4.55723 1.44482 0.45472
```


Computed, not measured: a molecular structure, C13H44O13 in a non-equilibrium geometry, with ωB97M-V/def2-TZVPD.

Computed properties:
Orbital gap: 8.37 eV
Highest occupied orbital energy: -8.3 eV
Multiplicity: 1
Total charge: 0

XYZ file:
```
70
C13H44O13, DFT ωB97M-V/def2-TZVPD
C 16.80003 -20.86270 4.79813
O 16.51484 -19.75062 3.98309
H 17.68584 -21.43230 4.51709
H 16.99579 -20.61074 5.84038
H 16.10177 -21.69656 4.72588
H 17.25061 -19.41473 3.46596
C 15.47369 -16.79842 -0.28648
O 14.45369 -16.65819 -1.29642
H 15.40899 -17.74634 0.24769
H 16.51739 -16.67753 -0.57663
H 15.44366 -16.11257 0.56016
H 13.76011 -17.27824 -1.05965
C 16.18660 -15.38457 4.73216
O 17.51318 -15.84451 4.64287
H 15.94515 -15.15394 5.76976
H 16.05331 -14.48533 4.13074
H 15.46433 -16.01666 4.21555
H 17.63939 -16.29107 5.48325
C 16.35665 -17.32551 2.38698
O 17.48041 -16.46568 2.44054
H 16.14844 -17.63892 3.40997
H 15.45149 -16.96652 1.89718
H 16.57684 -18.21937 1.80334
H 17.40941 -16.23786 3.37041
C 19.33167 -19.15306 3.72026
O 18.38344 -18.87528 2.81700
H 20.33196 -19.21970 3.29235
H 19.29106 -18.49130 4.58543
H 19.24337 -20.14201 4.17004
H 18.48060 -18.30168 2.05336
C 17.60538 -18.97738 -1.35772
C 18.40835 -18.96814 -0.05601
O 18.44370 -20.26772 0.52300
O 16.15328 -18.77143 -1.07142
H 17.86864 -19.88725 -1.89709
H 17.85381 -18.06009 -1.89152
H 18.00980 -18.20238 0.60949
H 19.37641 -18.49631 -0.22441
H 19.22035 -20.23002 1.08600
H 15.78917 -19.13693 -1.88102
C 14.50316 -21.20740 1.69872
C 15.78009 -20.40481 1.28479
O 16.64968 -21.15690 0.40289
O 13.82861 -21.77163 0.58585
H 13.68656 -20.62916 2.13105
H 14.89880 -22.01006 2.32107
H 16.43321 -20.17333 2.12619
H 15.63104 -19.51438 0.67402
H 17.41265 -20.62118 0.17380
H 13.18807 -22.38329 0.95620
C 18.42772 -14.23040 1.19931
C 19.38999 -15.05341 0.31570
O 19.31213 -14.59326 -1.03769
O 17.21090 -14.95777 1.27697
H 18.23302 -13.18508 0.95946
H 18.87033 -14.24531 2.19528
H 19.22447 -16.11890 0.47526
H 20.41125 -14.96184 0.68549
H 19.48455 -13.65265 -1.12211
H 17.26857 -15.72022 1.85744
C 13.43947 -18.21286 3.41608
C 11.79358 -18.35297 3.11788
O 10.93383 -17.97642 4.15067
O 14.01773 -16.95134 3.48945
H 14.07623 -18.75715 2.71865
H 13.58726 -18.59709 4.42536
H 11.59362 -19.39557 2.87070
H 11.59385 -17.82462 2.18563
H 10.24240 -17.39346 3.82871
H 13.89562 -16.63007 2.59307
```


Computed, not measured: a molecular structure, C3H3N3O2 in a non-equilibrium geometry, with ωB97M-V/def2-TZVPD.

Computed properties:
Orbital gap: 10.21 eV
Highest occupied orbital energy: -9.8 eV
Multiplicity: 1
Total charge: 0

XYZ file:
```
11
C3H3N3O2, DFT ωB97M-V/def2-TZVPD
C 0.86223 0.61516 -0.29090
C -0.99437 -0.55347 -0.14245
C 0.32794 -0.73530 1.41395
H 1.35063 1.75491 -1.60256
H -2.12884 -0.64244 -1.70501
H 0.63895 -0.72160 2.58482
N -0.27785 0.51251 -0.92414
N -2.05925 -0.93919 -0.67569
N -0.68767 -1.08143 1.00454
O 1.67218 1.69388 -0.53073
O 1.29605 0.09696 0.86817
```


Electronic energy in eV, matching the order above: -112066.5353 -40795.5300 -11721.5146
ΔE to the lowest compared entry with this formula, charge and spin in kJ/mol, matching the order above: 14.2 1185.0 428.6